The following is a quantum chemistry calculation of one molecule with the formula C10H12O3 in a non-equilibrium geometry, from OMol25.

Properties
frontier orbital gap	0.382	Eh
structure (SMILES)	C#CC(O)(C#C)[C@H]1COC(C)(C)O1
2S+1	1
charge	0
max |F|	3.89	eV Å⁻¹
ΔE to the lowest compared entry with this formula, charge and spin	162.13	kcal per mole
HOMO	-9.6	eV

The geometry in XYZ format:
```
25
Properties=species:S:1:pos:R:3:forces:R:3:mulliken_charge:R:1
C 1.05615 -1.49041 3.12857 2.047 -0.062 -0.100 -0.242
C -0.74219 -4.03376 -0.06250 -0.201 0.265 -0.886 -0.034
C 0.58201 -1.65473 2.03263 -2.088 0.076 0.072 -0.809
C -0.48910 -2.91008 0.28776 -1.171 -1.645 -0.047 -1.531
C -0.06705 -0.47621 -1.63781 0.912 -1.274 1.572 -0.422
C 0.33450 -0.59489 -0.11852 1.441 -2.496 -0.322 -0.347
C -0.07132 1.57914 -0.70736 -0.326 -1.468 0.370 1.322
C 1.25333 2.17589 -1.15212 1.695 2.344 1.093 -1.095
C -1.06682 2.54600 -0.10032 2.086 0.843 -2.402 -1.944
C -0.45752 -1.63012 0.91847 3.256 2.129 0.096 2.193
O -0.70125 0.74345 -1.68406 -0.575 1.463 0.043 -0.469
O 0.24257 0.67735 0.38602 -0.170 0.400 -0.114 -0.396
O -1.69317 -1.21743 1.41864 0.405 2.937 0.642 -0.578
H 1.92589 -1.37693 3.77401 -1.019 -0.043 0.043 0.346
H -1.08190 -4.89174 -0.62261 0.421 0.211 0.518 0.448
H 0.89637 -0.51601 -2.17481 -0.409 0.246 -0.256 0.288
H -0.68844 -1.31483 -1.96258 -0.175 0.376 -0.074 0.423
H 1.45114 -1.00926 -0.13919 -2.104 0.745 0.425 0.241
H 1.41271 2.71823 -2.18899 -0.796 -1.458 2.039 0.253
H 2.16216 1.50921 -0.86339 -1.706 1.064 -0.818 0.286
H 1.22164 3.01693 -0.34107 1.114 -1.034 -1.597 0.299
H -1.90949 2.07288 0.19164 -2.679 -1.820 0.875 0.509
H -1.32033 3.19736 -0.90511 -0.446 0.898 -0.528 0.435
H -0.70520 3.12825 0.70736 0.791 0.371 0.707 0.409
H -1.54470 -0.24826 1.81534 -0.304 -3.065 -1.351 0.415
```
Positions in Å, forces in eV/Å.

The following is a quantum chemistry calculation of one molecule with the formula C10H13Br in a non-equilibrium geometry, from OMol25.

Properties
frontier orbital gap (alpha / beta)	0.272 / 0.254	Eh
2S+1	1
charge	0
max |F|	3.81	eV Å⁻¹
ΔE to the lowest compared entry with this formula, charge and spin	63.00	kcal per mole
HOMO (alpha / beta)	-7.3 / -7.1	eV

The geometry in XYZ format:
```
24
Properties=species:S:1:pos:R:3:forces:R:3:mulliken_charge:R:1
C -0.50924 -1.84917 1.19273 -1.198 0.333 -1.420 -0.536
C 1.75867 1.40860 0.65951 0.946 -1.825 -1.168 -0.040
C -0.08552 -1.93524 -0.09701 0.954 1.159 -0.324 -0.556
C 0.36517 1.51729 0.66618 1.079 -1.091 -0.176 -1.305
C -1.01622 -0.49846 1.48451 1.175 3.117 1.850 -0.586
C 2.42862 0.12317 0.46378 -2.931 1.522 0.209 -0.447
C -0.62944 0.40694 0.21619 2.255 -0.856 1.105 2.426
C 0.04300 -0.63051 -0.68858 -1.494 -0.404 -1.043 -0.280
C -1.87364 1.04606 -0.31251 -1.622 -1.084 -1.560 -1.675
C 0.10730 -0.30718 -2.16461 2.771 0.453 -0.867 -1.564
Br 4.18162 -0.12216 0.03711 1.023 0.144 -0.188 -0.124
H -0.58641 -2.71789 1.77103 -0.133 -0.812 1.208 0.502
H 2.41332 2.31482 0.63891 -0.742 -0.762 0.619 0.362
H 0.31117 -2.86383 -0.49366 -0.088 0.166 -0.318 0.390
H 0.00027 2.37900 1.18609 -0.636 0.567 -0.202 0.407
H -2.07146 -0.16650 1.72040 0.816 -1.538 -0.011 0.247
H -0.39928 -0.06154 2.38808 -1.139 -0.750 -1.296 0.268
H 1.81803 -0.79097 0.41289 0.788 0.710 0.430 0.374
H -2.61741 0.30664 -0.74252 0.976 0.175 0.529 0.362
H -1.77132 1.74176 -1.18352 0.157 0.106 1.386 0.332
H -2.35641 1.31705 0.61842 -0.497 1.496 -0.395 0.486
H 0.44093 0.78891 -2.36532 -0.738 -1.711 0.546 0.271
H -0.84760 -0.47817 -2.64625 -0.321 0.073 -0.132 0.313
H 0.89586 -0.92860 -2.76184 -1.401 0.811 1.216 0.373
```
Positions in Å, forces in eV/Å.

The following is a quantum chemistry calculation of C10H13Br4N3O2Sn as an isolated structure, from OMol25.

Properties
frontier orbital gap	0.232	Eh
2S+1	1
charge	+2
max |F|	0.73	eV Å⁻¹
HOMO	-14.5	eV

The geometry in XYZ format:
```
33
Properties=species:S:1:pos:R:3:forces:R:3:mulliken_charge:R:1
Sn 0.60607 -0.07202 -0.10568 0.557 0.468 0.035 1.194
N -0.61320 -2.02358 0.29156 -0.027 0.027 -0.114 -0.530
C -0.32475 -2.60316 1.63078 -0.042 0.015 -0.013 -0.523
C -0.36102 -1.50139 2.67100 0.032 0.030 -0.015 -0.615
N 0.55107 -0.38058 2.32363 -0.054 -0.020 -0.060 -0.291
C 1.91964 -0.47707 2.91592 -0.007 -0.056 -0.021 -0.722
C 2.86837 -1.33081 2.09319 -0.114 0.100 -0.144 -0.507
N 2.94634 -0.78567 0.71780 -0.016 -0.317 0.173 -0.570
H -1.60032 -1.77054 0.23289 -0.009 -0.006 -0.023 0.321
H -0.47305 -2.71888 -0.44054 0.018 0.002 0.001 0.315
H 0.64934 -3.08189 1.58451 0.022 -0.024 -0.026 0.229
H -1.05383 -3.37043 1.88726 -0.037 -0.025 -0.019 0.440
H -0.11349 -1.91818 3.64853 0.009 0.028 0.031 0.320
H -1.37321 -1.09873 2.73863 -0.011 0.001 0.001 0.434
H 0.13268 0.47257 2.68425 0.013 -0.003 0.063 0.327
H 1.85915 -0.87836 3.92911 -0.042 0.035 0.031 0.359
H 2.31107 0.53814 2.99415 0.012 0.017 -0.026 0.415
H 2.51682 -2.35904 2.03380 0.050 -0.021 0.012 0.251
H 3.84085 -1.35718 2.58471 0.031 0.035 0.030 0.416
H 3.46663 -1.41395 0.10941 -0.012 -0.034 0.040 0.273
H 3.48861 0.07668 0.73120 -0.059 0.038 -0.063 0.302
Br -3.41705 4.98132 -3.72886 -0.065 0.081 0.006 -0.010
C -2.47237 3.46059 -3.28506 0.048 -0.036 -0.418 0.418
C -1.90827 2.62790 -4.40649 -0.169 0.331 0.112 0.303
Br -2.17976 3.20578 -6.13877 -0.010 -0.002 -0.093 -0.015
C -1.21021 1.49749 -4.17808 0.123 -0.224 0.139 -0.356
Br -0.47076 0.41937 -5.50421 -0.005 -0.002 -0.002 -0.013
C -1.01916 1.05623 -2.81199 -0.107 0.131 -0.001 0.645
O -0.43947 0.03728 -2.48626 -0.077 -0.255 0.042 -0.566
C -1.56272 1.93662 -1.65910 -0.098 0.097 -0.233 0.777
O -1.32646 1.56299 -0.52228 -0.068 -0.264 0.280 -0.584
C -2.29663 3.13691 -1.98704 0.116 -0.154 0.282 -0.416
Br -2.94089 4.13157 -0.54799 -0.003 0.005 -0.011 -0.023
```
Positions in Å, forces in eV/Å.

The following is a quantum chemistry calculation of C10H13Cl2N3O5W as an isolated structure, from OMol25.

Properties
frontier orbital gap (alpha / beta)	0.311 / 0.279	Eh
2S+1	3
charge	+4
max |F|	0.32	eV Å⁻¹
expectation value of S²	2.012
HOMO (alpha / beta)	-23.4 / -23.7	eV

The geometry in XYZ format:
```
34
Properties=species:S:1:pos:R:3:forces:R:3:mulliken_charge:R:1
W -0.20536 -0.31065 -0.71561 0.079 0.016 0.155 1.022
O -3.05972 2.67529 0.02918 -0.010 -0.031 0.006 -0.300
C -2.17889 1.77257 0.10339 0.108 0.018 -0.031 0.524
O -1.64818 1.18131 -0.88287 -0.071 0.056 -0.028 -0.584
C -1.67192 1.37103 1.43419 0.026 -0.038 0.101 0.665
C -2.06661 1.85225 2.67304 -0.001 -0.005 -0.080 -0.669
C -1.41645 1.35441 3.80088 0.002 0.021 0.051 -0.620
C -0.38727 0.42104 3.65261 0.036 -0.044 -0.063 -0.860
C -0.05557 0.00107 2.37451 -0.103 0.042 0.013 1.210
N -0.69834 0.45879 1.28442 -0.116 0.013 0.054 -0.196
C 1.01293 -0.93330 1.93249 0.025 0.155 0.021 0.529
O 1.84370 -1.56494 2.64591 -0.037 -0.024 -0.026 -0.323
O 1.10050 -1.06033 0.67436 0.078 -0.156 0.063 -0.459
H -3.36245 2.93688 -0.86899 -0.006 0.004 0.000 0.450
H -2.85372 2.59437 2.75514 -0.002 -0.001 -0.010 0.579
H -1.69720 1.70034 4.79015 -0.002 -0.002 0.000 0.523
H 0.13116 0.05050 4.53015 0.006 -0.009 -0.003 0.345
H 1.79948 -1.47290 3.61886 0.002 -0.013 0.007 0.388
Cl -1.79112 -2.17296 -0.39222 0.048 0.066 -0.049 0.002
C -2.20028 -2.30298 -2.18342 0.009 0.008 0.129 -0.165
Cl -1.59377 -0.79747 -2.92325 -0.075 0.007 -0.081 0.069
H -3.28451 -2.34843 -2.26151 0.019 -0.056 -0.034 0.447
H -1.66201 -3.16465 -2.56790 -0.059 -0.014 -0.028 0.363
C 1.97797 1.20741 -1.37471 -0.306 0.035 -0.091 -0.501
N 2.66906 0.25581 -2.20079 0.038 -0.033 -0.027 -0.144
C 2.23590 -0.99741 -2.35018 0.139 0.097 -0.030 0.837
N 2.90322 -1.92370 -2.97754 -0.101 -0.005 0.049 -0.311
O 1.04650 -1.28989 -1.85993 0.021 -0.140 -0.128 -0.692
H 2.21388 2.23480 -1.66455 0.114 -0.036 0.021 0.539
H 2.18281 1.09918 -0.30657 -0.031 0.006 -0.010 0.219
H 0.86294 1.23192 -1.64505 0.147 0.052 0.066 0.327
H 3.52316 0.55478 -2.66063 -0.008 0.016 0.006 0.265
H 3.82922 -1.76898 -3.36276 0.000 0.002 -0.003 0.248
H 2.50094 -2.84515 -3.10081 0.029 -0.010 -0.019 0.270
```
Positions in Å, forces in eV/Å.